# 1
The following is a DFT calculation (ωB97M-V with the def2-TZVPD basis set) of a molecular structure, C19H25AsF6I2N4OSY at a distorted geometry.

Charge ... +2
DFT total energy ... -4899.93778 a.u.
2S+1 ... 2
Gap between HOMO and LUMO (spin up / spin down) ... 0.3329 / 0.2128 Ha
Relative energy (zero: lowest compared OMol25 entry of this formula, charge and spin) ... 68.67 kJ/mol

Geometry as XYZ:
```
60
Properties=species:S:1:pos:R:3:forces:R:3:mulliken_spin:R:1
Y 0.6456 0.1845 0.4537 -0.7 -1.1 -0.1 -0.01
I -4.5355 0.9490 -5.3756 0.5 0.1 0.5 0.14
C -3.0217 1.1930 -3.9779 -0.6 -0.1 -0.6 0.25
C -1.7423 1.5744 -4.3964 0.1 0.0 0.0 -0.06
C -0.7446 1.6944 -3.4661 0.6 0.2 0.0 0.15
I 1.1455 2.3881 -4.0008 -0.3 -0.1 0.0 0.04
C -0.9686 1.3884 -2.0650 0.0 0.2 -0.3 0.12
O 0.0001 1.3618 -1.2481 -0.5 0.5 -0.6 0.22
C -2.3274 1.1030 -1.6596 -0.1 -0.1 0.2 0.06
C -2.6667 1.0387 -0.1947 0.1 0.1 -0.1 0.01
N -1.9315 -0.0032 0.5597 0.0 0.0 0.1 0.01
C -2.2032 0.1433 2.0067 0.1 0.1 0.1 0.00
C -1.5130 1.3812 2.5307 -0.1 0.0 0.0 0.00
C -1.9930 2.0494 3.6405 0.0 0.0 -0.1 0.00
C -1.3791 3.2316 4.0293 0.0 0.0 -0.1 0.00
C -0.3365 3.7249 3.2629 0.0 0.0 0.1 0.00
C 0.0889 2.9917 2.1726 -0.1 0.1 0.0 0.00
N -0.4583 1.8188 1.8222 -0.2 0.5 0.4 0.00
C -3.3050 0.9994 -2.6055 0.0 0.0 0.2 0.04
H -1.5486 1.7901 -5.4381 0.0 0.0 0.0 0.00
H -3.7438 0.8965 -0.0772 0.0 0.0 0.0 0.00
H -2.4126 2.0056 0.2434 0.0 0.0 0.0 0.01
H -2.3266 -0.8953 0.2843 0.1 -0.1 0.0 0.00
H -1.8422 -0.7488 2.5264 0.0 0.0 0.0 0.00
H -3.2739 0.2348 2.2088 0.0 -0.1 0.0 0.00
H -2.8432 1.6560 4.1814 0.0 0.0 0.0 0.00
H -1.7335 3.7704 4.8976 0.0 0.0 0.0 0.00
H 0.1553 4.6535 3.5142 0.0 0.0 0.0 0.00
H 0.8954 3.3555 1.5510 0.0 -0.1 0.0 0.00
H -4.3250 0.7905 -2.3073 0.0 0.0 0.0 0.00
C 2.1367 -1.0741 -2.1297 -0.2 -0.2 0.0 0.00
C 0.8951 -1.8995 -2.4536 0.2 0.1 0.1 0.00
N -0.2032 -1.6219 -1.4961 -0.1 0.1 0.0 0.00
C -0.8804 -2.8527 -1.0505 0.1 0.0 0.1 0.00
C -0.0735 -3.6295 -0.0199 0.0 0.2 0.2 0.00
S 0.5401 -2.5773 1.3444 0.0 -0.2 -0.1 0.00
C 2.3431 -2.7923 1.1695 -0.1 0.0 -0.1 0.00
C 2.9075 -2.3666 -0.1838 -0.1 -0.1 0.3 0.00
N 2.4000 -1.0571 -0.6735 0.7 0.0 -0.4 0.00
H 1.9897 -0.0422 -2.4475 0.0 0.0 0.0 0.00
H 2.9870 -1.4792 -2.6852 0.0 0.1 0.0 0.00
H 1.1331 -2.9623 -2.4145 0.0 0.0 0.0 0.00
H 0.5902 -1.6826 -3.4789 0.0 -0.1 0.0 0.00
H -0.9023 -1.0717 -1.9818 0.0 0.0 0.0 0.01
H -1.0893 -3.5165 -1.8957 -0.1 0.0 0.0 0.00
H -1.8434 -2.5820 -0.6160 0.0 0.0 0.0 0.00
H 0.7941 -4.1170 -0.4598 0.0 0.0 0.0 0.00
H -0.6951 -4.4043 0.4244 0.0 0.0 0.0 0.00
H 2.5673 -3.8430 1.3507 0.0 0.0 0.0 0.00
H 2.7680 -2.2176 1.9883 0.0 0.0 0.0 0.00
H 2.6765 -3.1249 -0.9301 0.0 0.0 0.0 0.00
H 3.9934 -2.3428 -0.0847 0.0 0.0 -0.1 0.00
H 3.1540 -0.3844 -0.5487 0.1 -0.1 0.1 0.00
F 2.4363 1.6070 0.7769 0.1 -0.3 0.9 0.00
As 3.2813 1.0437 2.4159 -0.6 -0.7 -0.7 0.00
F 4.5599 2.0834 2.1150 0.1 0.0 0.1 0.00
F 3.9233 -0.1915 1.3871 0.0 0.1 0.2 0.00
F 3.8056 0.2217 3.7833 0.1 0.2 0.1 0.00
F 2.3726 2.1878 3.2655 0.0 0.1 -0.1 0.00
F 1.6774 -0.0316 2.4559 0.9 0.5 -0.1 0.00
```
Forces are in eV/Å.



# 2
The following is a DFT calculation (ωB97M-V with the def2-TZVPD basis set) of a molecular structure, C27H57F18N3O3P3Sn at a distorted geometry.

Charge ... -1
DFT total energy ... -4489.54950 a.u.
2S+1 ... 1
Gap between HOMO and LUMO ... 0.3124 Ha

Geometry as XYZ:
```
112
Properties=species:S:1:pos:R:3:forces:R:3:mulliken_charge:R:1
Sn -1.0027 1.3799 0.4878 0.1 0.4 -0.3 1.50
P 2.0375 -1.2094 -0.0474 1.7 0.3 0.1 1.29
F 1.1295 -1.7530 -1.2166 -0.4 -1.3 0.3 -0.34
F 3.3798 -1.9365 -0.6042 -0.9 -0.1 0.6 -0.38
F 2.3636 0.0360 -0.9874 -0.1 0.9 -0.2 -0.38
F 2.9007 -0.4359 1.1346 -0.4 -0.3 0.0 -0.34
F 0.6541 -0.3961 0.5101 0.5 -0.1 0.2 -0.18
F 1.7566 -2.3972 1.0036 -0.4 0.3 -0.8 -0.36
P -2.4737 2.3206 -2.7380 1.6 0.6 1.4 1.34
F -1.0805 1.4032 -2.5162 -0.7 0.2 -0.2 -0.28
F -2.0790 3.0949 -1.3141 0.8 0.6 -0.2 -0.42
F -1.5481 3.3415 -3.6374 -0.8 -0.8 0.6 -0.44
F -3.7036 3.2999 -2.8552 -0.6 0.1 -0.1 -0.35
F -2.9665 1.4555 -3.9430 0.3 -0.2 -1.0 -0.32
F -3.2348 1.2985 -1.7268 -0.5 -0.6 0.0 -0.33
P -3.3187 2.9703 2.5911 0.1 0.1 0.3 1.68
F -3.5238 1.8741 1.3879 0.2 -0.1 0.5 -0.31
F -2.7063 1.7289 3.5746 -0.3 0.6 -0.6 -0.44
F -1.7289 3.1702 1.9812 -0.4 -0.3 0.3 -0.59
F -2.9677 3.9611 3.7820 0.2 0.3 -0.4 -0.39
F -3.8349 4.1205 1.6189 0.3 -0.2 0.5 -0.36
F -4.7612 2.7004 3.1948 0.0 -0.2 -0.4 -0.37
C 1.1635 -3.3382 -5.9002 -0.2 -0.6 1.5 -1.64
C 1.0286 -2.1974 -4.8310 -1.1 -1.4 0.7 1.23
C 0.4963 -1.0145 -5.5468 -0.8 0.4 -1.0 -1.36
C -0.9435 -1.1747 -6.0317 -0.4 -1.2 0.3 -0.89
C -1.8430 -1.4353 -4.7988 0.3 2.3 -0.9 -0.74
C -1.4244 -2.6277 -4.0215 1.8 -1.4 -0.2 2.34
N 0.0363 -2.4873 -3.7017 0.8 -0.2 -0.9 1.21
O 0.3963 -3.7234 -3.0775 0.7 0.2 1.2 -0.63
C -2.0624 -2.6019 -2.6776 0.1 -0.3 0.2 -2.97
C -1.7559 -4.0190 -4.6631 -0.6 0.6 -0.9 -1.80
C 2.3960 -1.8666 -4.2167 -2.2 0.3 2.1 -1.64
H 1.7484 -2.9946 -6.7427 0.5 0.0 0.0 0.45
H 0.2068 -3.6612 -6.3288 0.3 0.1 0.4 0.32
H 1.6315 -4.2031 -5.3760 -0.2 0.4 -0.7 0.31
H 0.4421 -0.1225 -4.9439 0.6 0.4 0.4 0.23
H 1.2238 -0.9391 -6.3477 -0.1 0.9 -0.5 0.58
H -1.1315 -2.0391 -6.6660 0.5 -0.2 -0.4 0.37
H -1.2552 -0.3280 -6.6316 -0.2 0.4 0.2 0.48
H -2.8849 -1.5695 -5.1490 0.3 0.4 0.5 0.57
H -1.6858 -0.5051 -4.1607 -0.8 -1.2 -0.5 -0.33
H -1.7458 -1.7602 -2.0972 -0.1 0.7 -0.1 -0.09
H -3.1074 -2.6787 -2.7996 -1.5 0.4 0.0 0.73
H -1.8073 -3.4758 -2.1238 0.4 -0.8 0.5 0.81
H -1.7156 -4.0439 -5.7787 -0.1 0.2 0.8 0.37
H -1.1032 -4.8099 -4.2980 0.0 0.2 0.1 0.33
H -2.7906 -4.2476 -4.3693 0.2 -0.2 -0.2 0.43
H 3.0666 -1.5286 -4.9503 1.1 0.1 -1.1 0.55
H 2.7365 -2.7268 -3.6263 0.3 0.3 -0.3 0.42
H 2.2125 -0.9997 -3.5145 0.4 -1.0 -0.6 -0.02
H 0.4938 -3.5008 -2.1152 0.1 0.0 -1.4 0.35
C 3.8499 2.2801 3.1188 1.8 -1.2 2.0 -1.78
C 2.6665 3.1985 2.9490 0.6 0.4 -1.2 2.06
C 3.1975 4.6015 3.1363 -1.5 1.9 0.3 -1.05
C 3.9066 5.1236 1.8962 0.8 -0.7 0.6 -0.84
C 3.1229 4.9793 0.6219 -0.1 0.1 0.0 -1.15
C 2.6159 3.5580 0.3508 0.5 -0.3 0.2 1.43
N 1.9913 3.1847 1.6467 -1.6 0.4 -0.8 0.05
O 1.2649 1.9769 1.5300 0.1 -0.8 -0.5 0.55
C 1.5927 3.6110 -0.8413 1.1 0.2 0.3 -1.56
C 3.7236 2.5293 0.0212 0.5 0.5 -1.1 -1.49
C 1.6251 2.7690 3.9375 0.1 0.6 2.7 -2.53
H 4.8922 2.5345 2.8325 -0.9 0.6 -0.4 0.32
H 3.7420 1.2605 2.7836 -0.5 -0.4 -0.3 0.08
H 3.9607 2.2031 4.2368 -0.1 -0.2 -0.8 0.52
H 2.2990 5.2570 3.3222 0.8 -0.4 0.0 0.34
H 3.8694 4.6768 4.0035 -0.3 -0.2 -0.1 0.34
H 4.8438 4.5765 1.8421 0.2 -0.4 -0.4 0.31
H 4.2788 6.1318 2.0161 -0.4 0.5 0.2 0.46
H 3.7349 5.3843 -0.1721 0.1 -0.2 -0.6 0.37
H 2.2461 5.6236 0.6751 -0.2 0.0 0.0 0.37
H 0.8517 4.4038 -0.7054 -0.3 -0.5 0.2 0.34
H 2.0807 3.8607 -1.8282 -0.1 -0.3 1.2 0.43
H 1.2092 2.6021 -0.9478 -0.6 0.0 -0.3 0.10
H 3.4477 1.4577 0.1822 0.2 1.2 -0.4 0.16
H 3.9898 2.7351 -1.0537 -0.1 -0.7 0.9 0.44
H 4.6313 2.7245 0.5989 -0.1 0.0 0.0 0.29
H 1.5337 1.7212 3.9882 0.0 -1.3 -0.3 0.68
H 0.6288 3.1473 3.8939 -0.7 0.6 -1.0 0.30
H 1.8733 3.0167 4.9938 0.6 0.2 -0.6 0.49
H 1.8818 1.2155 1.3927 -0.3 0.5 0.1 -0.42
C -2.0321 -1.1901 4.9009 1.6 2.4 0.3 -1.50
C -0.8880 -1.6117 3.9574 -1.2 -2.4 -2.2 1.23
C -0.6350 -3.2127 3.9581 1.4 1.6 0.0 -1.01
C -1.7516 -4.0509 3.3530 0.0 0.3 0.1 -0.70
C -1.8645 -3.5999 1.9105 -3.0 0.3 -0.5 -1.41
C -2.1954 -2.1107 1.7545 -1.3 1.5 1.0 1.69
N -1.1453 -1.3793 2.4801 -0.2 0.0 0.6 -0.08
O -1.3872 0.0170 2.3289 0.4 0.2 -1.0 1.02
C -2.2275 -1.6536 0.3034 -0.8 -1.0 -1.1 -1.25
C -3.6419 -1.8076 2.2484 -0.7 -2.2 -0.6 -1.88
C 0.3574 -0.8359 4.1442 -0.8 2.3 1.3 -1.80
H -2.3894 -2.0111 5.4681 -0.7 -0.7 0.4 0.36
H -2.8192 -0.6091 4.3910 0.1 -0.6 0.4 0.23
H -1.5572 -0.4489 5.6327 -0.8 -1.0 -0.7 0.49
H 0.2295 -3.3249 3.2611 -0.4 0.1 0.4 0.19
H -0.2211 -3.5295 4.9311 -0.6 0.1 -0.1 0.38
H -2.7183 -3.9968 3.8720 0.3 0.1 0.0 0.33
H -1.4473 -5.0939 3.3650 0.0 -0.2 0.1 0.47
H -2.7072 -4.0995 1.3454 0.9 0.1 0.7 0.42
H -0.9796 -3.8032 1.3984 1.6 -0.4 -0.9 0.43
H -2.8487 -0.7489 0.0395 0.2 -1.0 0.7 0.03
H -1.2385 -1.4133 -0.0479 0.5 -0.5 -0.4 -0.29
H -2.6702 -2.5508 -0.2671 0.8 1.6 0.5 0.75
H -3.9473 -0.7901 2.3512 0.3 1.0 -0.4 0.21
H -4.3459 -2.2900 1.4708 0.9 0.7 1.4 0.33
H -3.8188 -2.2403 3.2336 -0.2 -0.3 -0.1 0.45
H 0.1786 0.2683 3.9045 0.1 -1.5 0.7 -0.02
H 1.1021 -1.1320 3.4866 1.5 -0.8 -1.2 0.46
H 0.6565 -0.9255 5.1734 0.5 0.1 0.5 0.56
H -1.9128 0.4231 3.0353 -0.5 0.0 0.2 0.07
```
Forces are in eV/Å.